{
  "formula": "C60H47ClN5P3SeSiTl",
  "method": "wB97M-V/def2-TZVPD",
  "gap_ev": 5.90,
  "e_above_lowest_ev": 0.8112,
  "total_charge": -1,
  "e_homo_ev": -3.69,
  "total_energy_ha": -6936.20041,
  "elements": ["Tl", "C", "C", "C", "C", "C", "C", "P", "C", "C", "C", "C", "C", "C", "C", "C", "C", "C", "C", "C", "Si", "C", "C", "C", "C", "C", "C", "P", "C", "C", "C", "C", "C", "C", "C", "C", "C", "C", "C", "C", "C", "C", "C", "C", "C", "C", "P", "C", "C", "C", "C", "C", "C", "C", "C", "C", "C", "C", "C", "H", "H", "H", "H", "H", "H", "H", "H", "H", "H", "H", "H", "H", "H", "H", "H", "H", "H", "H", "H", "H", "H", "H", "H", "H", "H", "H", "H", "H", "H", "H", "H", "H", "H", "H", "H", "H", "H", "H", "H", "H", "H", "N", "C", "N", "C", "N", "C", "C", "N", "C", "C", "N", "H", "H", "H", "H", "H", "Se", "Cl"],
  "xyz": [[-0.19, 0.70, -1.27], [-6.76, 0.95, -0.91], [-5.91, 0.98, 0.19], [-4.70, 0.30, 0.16], [-4.32, -0.44, -0.96], [-5.18, -0.47, -2.05], [-6.39, 0.22, -2.03], [-2.64, -1.17, -0.98], [-2.83, -2.65, -2.05], [-2.81, -2.40, -3.42], [-2.90, -3.43, -4.34], [-2.96, -4.75, -3.90], [-2.93, -5.02, -2.54], [-2.87, -3.98, -1.62], [-2.55, -1.87, 0.72], [-3.57, -2.72, 1.16], [-3.48, -3.41, 2.36], [-2.33, -3.27, 3.13], [-1.34, -2.39, 2.72], [-1.43, -1.63, 1.55], [-0.08, -0.27, 1.26], [-0.44, 1.02, 2.68], [-1.00, 0.58, 3.89], [-1.06, 1.38, 5.02], [-0.56, 2.67, 4.99], [-0.08, 3.17, 3.79], [-0.03, 2.37, 2.64], [0.09, 3.10, 0.96], [-1.35, 4.24, 1.15], [-1.27, 5.63, 1.14], [-2.41, 6.41, 1.28], [-3.65, 5.81, 1.43], [-3.75, 4.42, 1.43], [-2.61, 3.65, 1.28], [1.50, 4.27, 0.94], [2.47, 4.39, 1.94], [3.59, 5.19, 1.74], [3.76, 5.87, 0.54], [2.81, 5.73, -0.47], [1.70, 4.93, -0.27], [1.52, -1.11, 2.01], [1.83, -1.00, 3.38], [2.87, -1.70, 3.96], [3.66, -2.55, 3.19], [3.38, -2.66, 1.84], [2.34, -1.94, 1.25], [1.91, -2.03, -0.52], [1.62, -3.83, -0.70], [0.35, -4.28, -0.31], [0.04, -5.63, -0.33], [0.97, -6.55, -0.78], [2.22, -6.12, -1.20], [2.54, -4.77, -1.16], [3.51, -1.80, -1.39], [4.69, -1.38, -0.80], [5.81, -1.09, -1.57], [5.76, -1.22, -2.95], [4.58, -1.63, -3.55], [3.46, -1.91, -2.78], [-7.70, 1.49, -0.89], [-6.19, 1.55, 1.07], [-4.05, 0.35, 1.03], [-4.91, -1.03, -2.94], [-7.03, 0.19, -2.89], [-2.68, -1.38, -3.77], [-2.88, -3.21, -5.40], [-3.01, -5.56, -4.62], [-2.95, -6.04, -2.19], [-2.82, -4.21, -0.57], [-4.45, -2.84, 0.54], [-4.28, -4.06, 2.67], [-2.21, -3.83, 4.04], [-0.45, -2.31, 3.34], [-1.41, -0.42, 3.96], [-1.51, 0.99, 5.93], [-0.61, 3.30, 5.87], [0.19, 4.21, 3.72], [-0.31, 6.11, 1.03], [-2.33, 7.49, 1.27], [-4.54, 6.42, 1.53], [-4.71, 3.94, 1.53], [-2.70, 2.57, 1.25], [2.35, 3.86, 2.87], [4.33, 5.29, 2.52], [4.64, 6.49, 0.38], [2.95, 6.24, -1.41], [0.97, 4.79, -1.07], [1.24, -0.34, 4.02], [3.07, -1.58, 5.02], [4.46, -3.12, 3.64], [3.98, -3.32, 1.22], [-0.39, -3.55, 0.01], [-0.95, -5.95, -0.01], [0.72, -7.61, -0.80], [2.94, -6.84, -1.57], [3.52, -4.44, -1.50], [4.75, -1.28, 0.28], [6.73, -0.76, -1.09], [6.63, -0.98, -3.55], [4.52, -1.72, -4.63], [2.53, -2.19, -3.26], [4.41, 2.07, -0.14], [3.26, 1.49, 0.22], [2.48, 1.37, -0.83], [3.23, 1.91, -1.84], [4.42, 2.34, -1.46], [2.72, 2.03, -3.21], [3.50, 2.48, -4.27], [3.00, 2.59, -5.49], [1.72, 2.25, -5.64], [0.94, 1.80, -4.59], [1.45, 1.69, -3.37], [5.20, 2.33, 0.43], [3.03, 1.19, 1.23], [4.54, 2.76, -4.11], [1.30, 2.33, -6.64], [-0.10, 1.53, -4.69], [-1.73, 2.50, -2.11], [0.31, -1.27, -3.08]]
}


{
  "formula": "C60H48FGeIN4P3Pb",
  "method": "wB97M-V/def2-TZVPD",
  "gap_ev": 7.12,
  "e_above_lowest_ev": 0.4373,
  "total_charge": 1,
  "e_homo_ev": -9.70,
  "total_energy_ha": -6225.39339,
  "elements": ["Pb", "F", "Ge", "C", "C", "C", "C", "C", "C", "P", "C", "C", "C", "C", "C", "C", "C", "C", "C", "C", "C", "C", "C", "C", "C", "C", "C", "C", "P", "C", "C", "C", "C", "C", "C", "C", "C", "C", "C", "C", "C", "C", "C", "C", "C", "C", "C", "P", "C", "C", "C", "C", "C", "C", "C", "C", "C", "C", "C", "C", "H", "H", "H", "H", "H", "H", "H", "H", "H", "H", "H", "H", "H", "H", "H", "H", "H", "H", "H", "H", "H", "H", "H", "H", "H", "H", "H", "H", "H", "H", "H", "H", "H", "H", "H", "H", "H", "H", "H", "H", "H", "H", "N", "C", "C", "N", "C", "C", "N", "C", "C", "N", "H", "H", "H", "H", "H", "H", "I"],
  "xyz": [[0.20, 0.03, -1.75], [-0.38, 0.24, 5.17], [-0.36, 0.37, 3.35], [-1.47, 2.03, 3.22], [-1.68, 2.62, 4.43], [-2.48, 3.76, 4.57], [-3.04, 4.37, 3.47], [-2.87, 3.79, 2.21], [-2.09, 2.65, 2.08], [-1.87, 2.14, 0.35], [-1.06, 3.68, -0.24], [0.36, 3.62, -0.21], [1.05, 4.83, -0.47], [0.39, 5.99, -0.85], [-0.98, 6.01, -0.85], [-1.70, 4.85, -0.63], [-3.56, 2.40, -0.36], [-3.70, 2.65, -1.70], [-4.98, 2.76, -2.30], [-6.11, 2.44, -1.53], [-5.97, 2.28, -0.15], [-4.70, 2.11, 0.42], [1.61, 0.48, 3.31], [2.10, 0.91, 4.54], [3.36, 0.48, 4.95], [4.24, -0.20, 4.08], [3.85, -0.41, 2.80], [2.50, -0.13, 2.39], [2.28, -0.07, 0.58], [3.08, -1.62, 0.05], [3.63, -1.78, -1.26], [4.40, -2.90, -1.49], [4.61, -3.90, -0.48], [3.89, -3.80, 0.72], [3.03, -2.68, 0.95], [3.49, 1.19, 0.04], [3.96, 2.15, 0.96], [5.08, 2.91, 0.63], [5.64, 2.84, -0.67], [4.98, 2.09, -1.60], [3.92, 1.26, -1.31], [-1.41, -1.31, 3.09], [-2.17, -1.55, 4.27], [-2.65, -2.75, 4.63], [-2.34, -3.90, 3.85], [-1.73, -3.72, 2.62], [-1.29, -2.46, 2.20], [-1.04, -2.37, 0.37], [-0.29, -3.92, -0.08], [0.49, -4.68, 0.80], [0.79, -6.04, 0.46], [0.41, -6.58, -0.78], [-0.18, -5.72, -1.69], [-0.54, -4.38, -1.37], [-2.76, -2.60, -0.13], [-3.43, -3.81, -0.35], [-4.72, -3.85, -0.83], [-5.38, -2.67, -1.22], [-4.78, -1.53, -0.83], [-3.51, -1.39, -0.33], [-1.16, 2.28, 5.33], [-2.67, 4.16, 5.56], [-3.66, 5.27, 3.56], [-3.30, 4.24, 1.33], [0.87, 2.76, 0.13], [2.15, 4.80, -0.35], [0.98, 6.86, -1.16], [-1.61, 6.85, -1.09], [-2.80, 4.95, -0.73], [-2.83, 2.73, -2.37], [-5.11, 3.06, -3.37], [-7.12, 2.57, -1.96], [-6.86, 2.32, 0.43], [-4.60, 1.82, 1.45], [1.53, 1.56, 5.22], [3.82, 0.64, 5.93], [5.31, -0.25, 4.30], [4.60, -0.75, 2.03], [3.53, -1.03, -2.03], [4.97, -3.04, -2.45], [5.29, -4.71, -0.68], [3.93, -4.55, 1.51], [2.38, -2.64, 1.74], [3.32, 2.25, 1.83], [5.51, 3.61, 1.37], [6.54, 3.53, -0.89], [5.31, 2.09, -2.62], [3.34, 0.83, -2.12], [-2.41, -0.70, 4.87], [-3.16, -2.87, 5.61], [-2.43, -4.90, 4.20], [-1.61, -4.64, 2.05], [0.94, -4.22, 1.66], [1.24, -6.65, 1.24], [0.56, -7.60, -0.99], [-0.54, -6.08, -2.63], [-1.14, -3.82, -2.14], [-2.83, -4.73, -0.20], [-5.23, -4.81, -1.01], [-6.45, -2.64, -1.61], [-5.37, -0.61, -0.94], [-3.11, -0.41, -0.03], [2.21, -1.10, -5.80], [2.30, -2.42, -5.35], [1.82, -2.39, -4.05], [1.25, -1.17, -3.81], [1.51, -0.40, -4.90], [1.23, 1.03, -4.83], [0.80, 1.63, -3.64], [0.87, 2.98, -3.93], [1.44, 3.24, -5.15], [1.58, 1.96, -5.74], [2.49, -0.69, -6.71], [2.81, -3.12, -5.99], [1.62, -3.23, -3.41], [0.51, 3.67, -3.23], [1.82, 4.14, -5.70], [1.74, 1.81, -6.75], [-2.30, -0.64, -3.09]]
}


{
  "formula": "C60H49NOP4ReS",
  "method": "wB97M-V/def2-TZVPD",
  "gap_ev": [5.08, 5.51],
  "total_charge": 4,
  "e_homo_ev": [-18.36, -18.36],
  "spin_multiplicity": 2,
  "total_energy_ha": -4286.32073,
  "elements": ["Re", "O", "S", "C", "C", "C", "C", "C", "C", "P", "C", "C", "C", "C", "C", "C", "C", "C", "C", "C", "C", "C", "C", "C", "C", "C", "C", "C", "P", "C", "C", "C", "C", "C", "C", "C", "C", "C", "C", "C", "C", "H", "H", "H", "H", "H", "H", "H", "H", "H", "H", "H", "H", "H", "H", "H", "H", "H", "H", "H", "H", "H", "H", "H", "H", "H", "H", "H", "H", "N", "P", "C", "C", "C", "C", "C", "C", "C", "C", "C", "C", "C", "C", "P", "C", "C", "C", "C", "C", "C", "C", "C", "C", "C", "C", "C", "H", "H", "H", "H", "H", "H", "H", "H", "H", "H", "H", "H", "H", "H", "H", "H", "H", "H", "H", "H", "H"],
  "xyz": [[-0.16, 0.15, 0.52], [-0.39, 0.06, -2.65], [0.31, -0.81, -1.71], [-0.16, -2.49, -1.88], [-0.32, -3.06, -3.14], [-0.50, -4.44, -3.20], [-0.49, -5.20, -2.04], [-0.38, -4.61, -0.79], [-0.24, -3.23, -0.71], [-0.67, -2.29, 0.77], [-2.43, -2.06, 0.53], [-2.77, -0.81, 0.03], [-4.04, -0.50, -0.40], [-5.01, -1.50, -0.32], [-4.69, -2.76, 0.18], [-3.40, -3.05, 0.59], [-0.26, -3.34, 2.15], [1.06, -3.81, 2.24], [1.42, -4.67, 3.26], [0.46, -5.06, 4.20], [-0.85, -4.61, 4.10], [-1.21, -3.75, 3.08], [2.07, -0.89, -1.96], [2.66, -1.76, -2.86], [4.04, -1.72, -3.02], [4.80, -0.83, -2.28], [4.20, 0.05, -1.39], [2.82, 0.03, -1.23], [1.94, 1.31, -0.30], [1.63, 2.61, -1.49], [2.73, 3.14, -2.17], [2.54, 4.12, -3.13], [1.26, 4.56, -3.43], [0.16, 4.01, -2.79], [0.35, 3.03, -1.82], [3.14, 1.83, 0.92], [3.65, 3.13, 0.93], [4.71, 3.44, 1.76], [5.26, 2.47, 2.59], [4.76, 1.18, 2.59], [3.71, 0.85, 1.75], [-0.31, -2.45, -4.03], [-0.62, -4.91, -4.16], [-0.61, -6.28, -2.11], [-0.46, -5.21, 0.11], [-2.03, 0.06, -0.05], [-4.30, 0.47, -0.80], [-6.01, -1.29, -0.66], [-5.46, -3.52, 0.22], [-3.15, -4.04, 0.94], [1.80, -3.51, 1.50], [2.43, -5.04, 3.32], [0.74, -5.74, 4.99], [-1.59, -4.95, 4.82], [-2.24, -3.43, 2.99], [2.09, -2.49, -3.42], [4.52, -2.40, -3.71], [5.88, -0.81, -2.40], [4.80, 0.74, -0.81], [3.74, 2.80, -1.96], [3.39, 4.54, -3.65], [1.11, 5.32, -4.19], [-0.84, 4.33, -3.04], [-0.52, 2.59, -1.36], [3.22, 3.89, 0.30], [5.12, 4.44, 1.75], [6.10, 2.72, 3.22], [5.21, 0.42, 3.22], [3.37, -0.18, 1.69], [-1.26, 1.79, 2.92], [-1.14, 0.13, 2.89], [0.15, -0.39, 4.02], [0.02, -0.26, 5.40], [1.10, -0.54, 6.22], [2.31, -0.95, 5.66], [2.45, -1.07, 4.28], [1.36, -0.78, 3.47], [-2.74, -0.45, 3.41], [-3.87, 0.21, 2.89], [-5.12, -0.12, 3.36], [-5.27, -1.09, 4.35], [-4.15, -1.73, 4.88], [-2.89, -1.42, 4.41], [-0.72, 2.45, 1.49], [-2.10, 3.31, 0.72], [-2.77, 2.82, -0.40], [-3.89, 3.46, -0.90], [-4.36, 4.60, -0.26], [-3.71, 5.10, 0.86], [-2.58, 4.46, 1.35], [0.45, 3.70, 1.98], [0.62, 4.86, 1.22], [1.40, 5.90, 1.72], [2.01, 5.77, 2.96], [1.87, 4.60, 3.70], [1.10, 3.56, 3.22], [-1.70, 2.32, 3.68], [-0.91, 0.08, 5.85], [1.01, -0.44, 7.29], [3.15, -1.18, 6.30], [3.39, -1.39, 3.85], [1.45, -0.92, 2.39], [-3.76, 0.98, 2.13], [-6.00, 0.38, 2.96], [-6.25, -1.33, 4.72], [-4.27, -2.46, 5.66], [-2.02, -1.91, 4.83], [-2.38, 1.96, -0.94], [-4.39, 3.09, -1.78], [-5.23, 5.12, -0.65], [-4.08, 5.99, 1.36], [-2.09, 4.86, 2.23], [0.12, 4.98, 0.27], [1.50, 6.81, 1.15], [2.59, 6.59, 3.36], [2.35, 4.52, 4.67], [0.98, 2.67, 3.81]]
}